ORCA calculation (ωB97M-V/def2-TZVPD) on a structure of composition C6H12AlCl2F4SSi.

Charge = -1
Frontier orbital gap = 8.8 eV

```
27
Properties=species:S:1:pos:R:3:forces:R:3:lowdin_charge:R:1
Cl -0.332532 2.242973 2.819806 -0.0085 -0.0225 0.1029 0.559
Cl -1.996997 -0.377832 2.136342 0.0062 0.0494 0.1982 0.718
S 3.298205 0.703653 0.694417 -0.1698 -0.0831 0.1740 0.780
Si 0.854881 2.341521 0.026722 -0.1652 -0.1180 0.0228 0.564
Al -5.204118 -0.661298 -0.409205 -0.0599 -0.0112 0.0575 -0.198
F -5.376529 -2.292710 -0.008274 0.0275 -0.0860 -0.0010 -0.197
F -6.392916 -0.217290 -1.521589 -0.0244 0.0248 -0.0817 -0.197
F -5.338454 0.283758 0.981736 0.0122 0.0562 0.0567 -0.199
F -3.666435 -0.424037 -1.090588 -0.1026 0.0135 -0.0712 -0.184
C -0.241287 1.471427 1.258967 -0.1868 -0.5002 0.0176 -0.845
C 2.415838 -1.856304 -0.176609 0.0170 -0.1272 0.1723 -0.165
C -0.964899 -0.292351 -0.369550 0.3877 0.1456 0.0881 -0.130
C 2.247653 1.282104 -0.663859 0.2761 0.3060 -0.3103 -0.650
C -0.949818 0.361870 0.993650 0.1480 0.3240 -0.4081 -0.795
C 3.596485 -1.051363 0.349861 0.1161 -0.2671 -0.0644 -0.559
H 0.028229 2.836595 -1.099097 0.0755 0.0408 -0.0545 -0.024
H 1.570219 -1.818146 0.517706 0.0869 0.0799 -0.1496 0.077
H 1.498572 3.471764 0.724101 -0.0314 0.0544 -0.0113 -0.029
H 2.713138 -2.905302 -0.279557 -0.0169 0.0975 0.0020 0.074
H 2.087806 -1.522127 -1.162556 0.0120 -0.0379 0.0969 0.054
H -1.473420 0.356179 -1.085820 -0.0509 -0.1478 0.0681 0.082
H 4.465651 -1.166997 -0.306259 -0.1344 0.0709 -0.0006 0.063
H 0.055839 -0.480179 -0.719196 -0.1644 0.0469 0.0926 0.037
H 2.848404 1.929944 -1.315209 -0.0795 -0.1361 -0.0138 0.023
H 3.881579 -1.450578 1.328818 0.0373 0.0897 -0.1052 0.062
H 1.880240 0.469244 -1.289119 0.0044 0.0146 0.1804 0.012
H -1.505334 -1.234520 -0.335638 -0.0122 0.1230 -0.0586 0.069
```
Forces are in eV/Å.



ORCA calculation (ωB97M-V/def2-TZVPD) on a structure of composition C22H38AsF4N2O4ReS4Si.

Charge = +2
Energy above the lowest of the compared OMol25 structures with the same formula, charge and spin = 9.4 kcal/mol
Frontier orbital gap = 6.9 eV

```
77
Properties=species:S:1:pos:R:3:forces:R:3:lowdin_charge:R:1
Re -0.017013 -0.032210 0.166797 0.1777 0.0659 -0.0767 1.221
As 0.411875 -2.680967 -4.230569 -0.0023 0.0125 -0.1286 0.436
S 0.389636 -2.213462 -0.439314 0.0390 -0.0787 0.0498 0.251
S 0.593136 -0.519268 -3.298570 0.0161 0.0252 0.0809 0.020
S 1.542996 -0.878781 -1.500827 -0.0182 -0.0360 -0.0357 0.082
S -0.390801 -2.207924 -5.990548 0.0340 -0.0170 0.1283 0.083
Si -2.259433 2.260678 -1.363315 0.0346 0.2566 -0.3507 0.139
F 3.415985 -0.892807 0.908376 0.0242 0.0036 -0.0169 0.072
F 4.132503 4.373697 -0.156317 -0.0147 -0.0277 0.0069 0.138
F 5.825323 -0.009922 0.040053 0.0072 0.0122 -0.0003 0.140
F 1.730821 3.482541 0.714495 0.0121 -0.0082 -0.0028 0.114
O -1.318243 3.384632 -1.962632 0.0407 -0.0531 0.0926 -0.066
O -1.128692 1.078211 -0.592675 -0.1490 0.0306 0.3352 -0.354
O -3.001396 1.345991 -2.430811 0.0566 0.0562 0.0151 -0.071
O -3.173932 2.806982 -0.188922 -0.0700 -0.4170 0.2074 -0.068
N 1.282320 0.805633 1.255443 -0.0241 0.0095 -0.0549 -0.202
N -0.631158 -0.643624 2.141283 -0.0468 0.0435 -0.1064 -0.395
C 0.978304 3.257957 -2.622613 -0.0263 0.0024 -0.0157 -0.015
C -0.876188 2.935242 -4.309875 0.0008 -0.0428 0.0587 -0.018
C 4.839149 0.861936 0.198020 0.0291 0.0035 -0.0068 -0.198
C -4.985431 0.507638 -3.433941 0.0134 0.0267 0.0079 -0.006
C -3.903320 0.207040 -2.412556 -0.0633 -0.0500 -0.0199 -0.606
C 2.745363 2.631057 0.537017 -0.1140 0.0095 0.0223 -0.159
C 2.544795 1.284333 0.799552 0.0424 -0.0465 -0.0415 -0.187
C -2.083117 -0.970218 2.165918 -0.0643 0.0107 -0.0381 -0.043
C -0.485822 5.178651 -3.268735 -0.0242 -0.0149 0.0179 -0.008
C 5.030079 2.202837 -0.074508 0.0518 0.0187 -0.0199 0.126
C 1.038699 1.042031 2.690511 -0.0222 -0.0207 0.0345 -0.145
C -1.590557 4.032836 1.197523 -0.0064 -0.0387 -0.0065 -0.019
C -3.596273 2.844103 2.150481 0.0139 -0.0096 -0.0188 -0.006
C -0.416415 3.675457 -3.064863 0.0254 0.0223 -0.1022 -0.599
C 3.977680 3.081326 0.099453 0.0622 0.0595 -0.0332 -0.194
C 3.610538 0.408445 0.639013 -0.1236 -0.0405 0.0546 -0.194
C -3.897952 4.884661 0.727628 0.0100 -0.0166 -0.0133 -0.004
C -3.048988 3.651994 0.987064 0.0568 0.2088 -0.0624 -0.601
C -0.365289 0.566134 2.981649 0.0153 0.0390 0.0194 -0.149
C 0.125585 -1.800456 2.710063 0.0129 -0.0384 -0.0034 -0.070
C -3.081380 -1.004882 -2.824101 -0.0133 0.0003 0.0318 -0.036
C -4.497352 0.020642 -1.025254 0.0205 0.0190 -0.0132 -0.017
H -3.515322 3.412591 3.076910 -0.0080 -0.0147 0.0144 0.105
H -1.882473 3.248901 -4.587105 -0.0069 -0.0121 -0.0032 0.102
H -3.896989 5.534900 1.602731 0.0013 -0.0001 -0.0078 0.102
H -0.973704 3.145779 1.378201 0.0209 0.0083 -0.0110 0.056
H -1.195311 4.548635 0.322279 -0.0044 0.0005 0.0361 0.089
H -4.540590 0.686129 -4.412646 -0.0085 0.0027 0.0005 0.097
H -1.496810 5.475956 -3.545824 0.0050 0.0152 0.0005 0.099
H -0.206380 3.157455 -5.140463 0.0037 0.0015 0.0009 0.104
H -4.644232 2.596615 1.986047 -0.0097 -0.0104 -0.0005 0.101
H 0.995469 2.196502 -2.358873 0.0142 -0.0239 -0.0060 0.034
H 1.127172 2.109548 2.900535 0.0143 -0.0062 0.0274 0.141
H 1.696214 3.419367 -3.427081 -0.0028 0.0012 0.0041 0.107
H -3.713936 -1.891626 -2.871383 -0.0063 -0.0064 -0.0046 0.104
H -2.659116 -0.137444 1.764208 0.0352 -0.0143 0.0128 0.068
H -0.138733 -1.900611 3.763559 -0.0100 0.0171 -0.0007 0.118
H -0.506453 0.314265 4.033723 -0.0152 0.0273 0.0070 0.150
H -3.038906 1.908884 2.263861 -0.0558 0.0998 0.0113 0.048
H 5.992760 2.560975 -0.414507 -0.0056 0.0028 0.0008 0.159
H -5.676794 -0.331259 -3.513076 -0.0018 -0.0034 0.0041 0.101
H 1.196484 -1.643959 2.608277 0.0007 0.0152 -0.0071 0.089
H 0.193603 5.480845 -4.065618 0.0017 -0.0004 -0.0012 0.102
H -0.154638 -2.710948 2.188515 -0.0072 -0.0059 0.0032 0.070
H -2.263625 -1.859476 1.565304 0.0158 -0.0071 -0.0029 0.101
H -4.925456 4.594224 0.512120 -0.0083 0.0139 -0.0009 0.099
H -1.097512 1.326681 2.707058 0.0300 -0.0355 -0.0295 0.098
H 1.794085 0.522019 3.284524 0.0102 -0.0329 -0.0343 0.141
H -1.495130 4.694392 2.058369 -0.0077 -0.0165 0.0169 0.109
H -0.886743 1.854883 -4.149063 0.0091 0.0371 -0.0088 0.045
H -3.713001 -0.195805 -0.292326 -0.0137 0.0058 -0.0098 0.060
H -5.190539 -0.820094 -1.033447 -0.0042 -0.0061 0.0095 0.106
H -5.036010 0.912584 -0.707727 0.0002 -0.0082 0.0046 0.096
H -2.278701 -1.190619 -2.102153 -0.0335 -0.0034 -0.0264 0.042
H -2.398059 -1.158888 3.193635 0.0230 0.0029 0.0146 0.121
H -2.637192 -0.840655 -3.806520 0.0157 0.0024 -0.0060 0.070
H -0.202006 5.701008 -2.354640 -0.0052 0.0040 -0.0113 0.094
H -5.547728 1.393707 -3.139270 -0.0005 -0.0073 -0.0132 0.100
H 1.286288 3.845502 -1.757639 0.0056 -0.0172 0.0089 0.082
H -3.505857 5.445098 -0.121727 -0.0052 -0.0056 0.0124 0.098
```
Forces are in eV/Å.



ORCA calculation (ωB97M-V/def2-TZVPD) on a structure of composition C35H27Br2N9OSm.

Charge = +3
Energy above the lowest of the compared OMol25 structures with the same formula, charge and spin = 2.5 kcal/mol
Frontier orbital gap (spin up / spin down) = 4.2 / 4.4 eV
2S+1 = 6

```
75
Properties=species:S:1:pos:R:3:forces:R:3:lowdin_spin:R:1
Sm 0.418040 -0.512700 0.133944 0.4919 -0.8509 0.7119 5.059
Br 0.515252 1.443118 2.640215 0.0742 -0.0385 0.2393 -0.004
Br 1.042510 -1.654257 2.955814 0.0673 -0.1540 0.3309 -0.005
O 6.696048 -4.738267 -10.734018 -0.0703 -0.0346 -0.2827 0.000
N -1.987762 -0.790042 1.032279 0.0870 0.4220 -0.6305 -0.007
N -2.335448 1.096199 -0.380487 -0.6289 0.1964 -0.2078 0.000
N 1.700333 1.414372 -0.683589 -0.1426 0.2624 -0.3151 -0.008
N 4.652435 -3.094279 -4.823700 0.0708 0.0611 -0.0863 0.000
N -3.889313 -1.793681 1.948894 0.0312 -0.0541 0.0450 0.000
N 0.256909 -1.080851 -2.211508 0.0501 0.0539 -0.0891 -0.011
N 2.907174 -2.526135 -6.076783 -0.1647 0.0724 -0.2182 0.000
N 2.412469 -1.773554 -0.616402 -0.0003 -0.0629 -0.3364 -0.011
N -0.980751 1.222675 -0.459605 -0.0713 0.5630 -0.0626 -0.014
C -2.584888 -1.655161 1.823680 0.0059 -0.1855 0.1121 0.000
C 4.771510 -2.792724 -1.722110 -0.2099 0.0800 0.0705 0.000
C -0.781620 -0.866981 -4.367435 0.0800 -0.0671 -0.1264 0.000
C 0.889189 0.032371 3.920597 -0.1016 0.1566 -0.2677 0.000
C -6.156443 -1.271796 1.242412 -0.0743 -0.1198 0.1107 0.000
C -0.776166 -0.744785 -2.981324 -0.1192 -0.0452 0.1478 0.000
C 0.337494 -1.367688 -4.985586 -0.0460 0.0152 0.0366 0.000
C 4.641703 -2.641802 -0.367673 0.1187 -0.0294 -0.1268 0.000
C 2.637629 -2.258671 -4.781983 0.4748 -0.1355 0.3473 0.000
C 3.019863 1.482080 -0.878459 0.0111 -0.1626 0.1803 0.000
C 2.512294 -1.918825 -1.972276 0.2991 -0.1930 -0.0950 0.000
C 7.981963 -5.349103 -10.733171 0.1772 -0.0809 0.0528 0.000
C 6.779612 -4.448893 -8.341420 0.2010 -0.0935 -0.1657 0.000
C 1.470289 3.437117 -1.954806 -0.3090 -0.0560 0.0944 0.000
C -2.807649 0.094827 0.305397 0.3571 0.1456 0.0238 0.000
C 3.693895 -2.444070 -2.562244 -0.0846 0.0401 -0.0082 0.000
C -6.466741 0.434832 -0.435763 0.0184 0.0486 -0.0428 0.000
C -4.787846 -1.058330 1.172992 0.0108 0.3606 -0.3450 0.000
C 3.632656 2.486405 -1.607681 -0.0894 0.1858 -0.0745 0.000
C 4.132131 -3.030933 -6.099182 -0.0871 0.0027 0.2600 0.000
C 4.216608 -3.382938 -8.530585 -0.0210 0.0376 0.2118 0.000
C 6.150603 -4.352176 -9.589518 -0.1360 0.1160 0.4326 0.000
C -0.512762 2.282054 -1.021978 -0.3299 -0.2214 0.1314 0.001
C 4.838088 -3.478491 -7.274951 0.2698 -0.1150 -0.1576 0.000
C 2.841254 3.480863 -2.160349 0.2364 -0.1013 0.0434 0.000
C 1.390374 -1.559099 -2.807737 -0.0983 -0.0925 -0.1444 0.000
C -5.107899 0.650173 -0.499520 0.0292 -0.0026 0.0525 0.000
C -4.244618 -0.096108 0.311047 -0.1724 -0.1721 0.2123 0.000
C 1.449978 -1.725287 -4.208002 -0.0016 0.0610 0.1999 0.000
C 0.926384 2.391427 -1.223213 0.4996 0.1631 -0.0241 0.000
C 6.128313 -4.015572 -7.208023 -0.2678 0.1411 0.0632 0.000
C -6.990898 -0.521837 0.436796 0.0698 0.0041 0.0044 0.000
C 3.712432 -2.596499 -3.964741 -0.3055 0.0564 -0.1873 0.000
C 3.443220 -2.137350 0.137725 -0.0639 0.0404 0.2473 0.000
C 4.857133 -3.810696 -9.663126 0.0544 -0.0201 -0.1732 0.000
H -1.658654 -0.364350 -2.478187 0.0125 0.0028 0.0309 0.000
H 7.777434 -4.856398 -8.260967 -0.0393 0.0141 0.0097 0.000
H -4.685229 1.391996 -1.160917 -0.0470 0.0168 -0.0057 0.000
H -4.260648 -2.476364 2.596172 0.0755 -0.0399 0.0301 0.000
H -7.132329 1.013318 -1.061303 -0.0066 -0.0126 0.0076 0.000
H 3.221234 -2.963779 -8.583560 -0.0005 -0.0235 -0.0658 0.000
H 5.442554 -2.903570 0.309094 -0.0295 -0.0153 0.0172 0.000
H -1.175718 3.073771 -1.360002 -0.0655 -0.0502 -0.0492 0.000
H 0.824329 4.204585 -2.360508 -0.0093 -0.0122 -0.0023 0.000
H 0.398146 -1.504244 -6.058240 -0.0373 0.0231 0.0010 0.000
H 3.287536 4.278875 -2.738644 -0.0302 0.0201 0.0098 0.000
H 5.683274 -3.181742 -2.155349 0.0369 -0.0183 0.0711 0.000
H 4.706345 2.487128 -1.729772 -0.0028 -0.0062 0.0036 0.000
H 0.066918 -0.042150 4.620913 -0.0524 -0.0376 -0.0593 0.000
H -1.972291 -2.311115 2.430832 -0.0072 -0.0258 -0.0008 0.000
H 8.750768 -4.654474 -10.389892 -0.0451 0.0392 -0.0038 0.000
H 6.652214 -4.098760 -6.262871 0.0180 -0.0318 0.0008 0.000
H 5.569856 -3.427095 -4.586355 0.0441 -0.0539 -0.0640 0.000
H 1.830744 0.235599 4.415168 0.0622 -0.0360 -0.0885 0.000
H 4.385948 -3.740509 -10.634322 0.0062 -0.0045 0.0115 0.000
H 3.613086 0.699920 -0.419394 0.0075 -0.0140 -0.0463 0.000
H -1.658742 -0.578894 -4.928642 -0.0066 -0.0054 0.0105 0.000
H 7.991302 -6.245737 -10.110542 -0.0484 0.0077 -0.0115 0.000
H -8.059690 -0.679429 0.481434 -0.0005 -0.0141 0.0136 0.000
H 3.330844 -2.034187 1.210488 -0.0287 0.0582 -0.0106 0.000
H 8.179515 -5.624637 -11.763222 -0.0117 0.0139 -0.0053 0.000
H -6.565321 -2.017117 1.914098 0.0152 0.0079 0.0007 0.000
```
Forces are in eV/Å.



| no. | total energy (Ha) |
| --- | --- |
| 1 | -2486.17548 |
| 2 | -5867.01857 |
| 3 | -7723.30201 |